1.
92
Properties=species:S:1:pos:R:3:nbo_charge:R:1 method="wB97M-V/def2-TZVPD" total_energy_ha=-4403.02333 charge=-1 e_above_lowest_kcal_mol=3.2 max_force_ev_per_a=1.1
Zr 0.1364 -0.5166 -0.0438 2.1779
S 1.2200 3.3898 2.5050 0.4017
C 2.2285 2.1537 3.1817 -0.1387
C 3.2229 2.2779 4.1452 -0.2402
C 3.8980 1.1381 4.5347 -0.2159
C 3.5887 -0.1003 3.9656 -0.1912
C 2.6036 -0.2192 3.0072 -0.2117
C 1.9120 0.9219 2.6069 0.1148
N 0.8886 0.9816 1.6609 -0.5808
C 0.4443 2.2051 1.5123 0.1621
C -0.6784 2.5087 0.6391 -0.1372
C -1.2330 3.7907 0.5973 -0.1924
C -2.3291 4.0241 -0.2088 -0.2560
C -2.8449 2.9705 -0.9606 -0.1847
C -2.2626 1.7117 -0.9260 -0.2702
C -1.1506 1.4279 -0.1204 -0.3703
H 3.4637 3.2421 4.5735 0.2148
H 4.6816 1.2082 5.2777 0.2110
H 4.1457 -0.9797 4.2617 0.2176
H 2.3958 -1.1662 2.5333 0.2447
H -0.8152 4.6009 1.1859 0.2014
H -2.7721 5.0104 -0.2626 0.2051
H -3.7058 3.1403 -1.5991 0.2034
H -2.6726 0.9398 -1.5679 0.2278
N -3.5552 -1.0226 0.2400 -0.5686
C -3.2061 -0.3616 1.3773 0.4205
C -4.2708 0.1944 2.1280 -0.2482
C -4.0043 0.8274 3.3092 -0.1590
C -2.6841 0.8932 3.7613 -0.3153
C -1.7159 0.3266 2.9708 0.0787
N -1.9433 -0.2811 1.7947 -0.5154
C -2.9017 -1.5483 -0.8982 0.4168
C -3.7278 -2.1880 -1.7805 -0.4294
C -3.1257 -2.9905 -2.8118 -0.2054
C -1.8183 -2.8893 -3.0558 -0.2299
C -1.0332 -1.8212 -2.3646 -0.2154
N -1.5631 -1.4653 -1.0298 -0.8166
H -4.5520 -1.0941 0.1267 0.3942
H -5.2811 0.1288 1.7447 0.2024
H -4.8108 1.2674 3.8826 0.2123
H -2.4160 1.3688 4.6934 0.2197
H -0.6841 0.3384 3.2899 0.2101
H -4.7911 -2.2416 -1.5872 0.1916
H -3.7335 -3.7089 -3.3488 0.2038
H -1.2992 -3.5034 -3.7780 0.2186
H -0.0064 -2.1669 -2.2481 0.2629
N 1.8086 -0.8631 -3.3742 -0.8521
C 0.8314 0.1841 -3.1872 0.2308
S -0.9015 -0.4262 -3.5650 0.1266
N 1.1252 1.1447 -4.2672 -0.6640
C 0.6978 2.4581 -4.3341 0.2819
C -0.5123 2.9055 -3.7930 -0.3113
C -0.8901 4.2328 -3.9242 -0.1778
C -0.0985 5.1486 -4.6017 -0.2846
C 1.1011 4.7081 -5.1488 -0.1971
C 1.4963 3.3906 -5.0138 -0.2903
H 1.5147 -1.5386 -4.0685 0.3759
H 2.0406 -1.3560 -2.5221 0.3894
H 2.0829 1.0083 -4.5539 0.3940
H -1.1581 2.2143 -3.2716 0.2362
H -1.8265 4.5500 -3.4796 0.2017
H -0.4047 6.1823 -4.6975 0.1991
H 1.7443 5.4012 -5.6786 0.1996
H 2.4424 3.0638 -5.4317 0.1993
C 0.9474 0.7686 -1.7856 -1.0092
H 2.0123 0.9594 -1.6148 0.2372
H 0.4607 1.7404 -1.7972 0.2367
F 0.6101 -2.9298 -0.3342 -0.5655
B 1.4574 -3.9866 -0.9219 1.3666
F 0.8310 -5.1890 -0.6269 -0.5556
F 2.7206 -3.9250 -0.3420 -0.5602
F 1.5219 -3.7400 -2.2896 -0.5549
C -1.4156 -3.5895 1.9745 -0.9369
P 0.0138 -2.5261 2.3904 0.9084
C 1.3468 -3.7847 2.4985 -0.9424
C -0.3038 -2.2515 4.1832 -0.9427
H -1.4400 -4.4733 2.6164 0.2151
H -1.3272 -3.9011 0.9335 0.2715
H -2.3448 -3.0319 2.0960 0.2279
H 1.3129 -4.3022 3.4595 0.2108
H 2.3328 -3.3434 2.3564 0.2372
H 1.2142 -4.5113 1.6990 0.2694
H -0.3433 -3.2140 4.6989 0.2155
H -1.2534 -1.7395 4.3345 0.2322
H 0.4893 -1.6475 4.6272 0.2338
Cl 5.1950 -1.1559 -1.7022 -0.0137
C 4.5221 -1.3610 -0.0712 -0.3080
Cl 5.7737 -1.1293 1.1701 -0.0398
C 3.3692 -0.3540 0.1130 0.7841
O 3.5765 0.8272 0.2712 -0.6103
O 2.2270 -0.9634 0.0623 -0.8552
H 4.1575 -2.3777 -0.0006 0.2689



2.
78
Properties=species:S:1:pos:R:3:lowdin_charge:R:1 method="wB97M-V/def2-TZVPD" total_energy_ha=-3250.96147 s_squared=6.12 charge=0 multiplicity=5 max_force_ev_per_a=4.0
Cr 0.4312 -1.3686 -1.0230 0.5466
C 1.8261 -2.2699 -2.1349 -0.2786
C 1.9679 -0.8350 -2.1947 -0.3157
C 1.5684 -0.0640 -3.4313 -0.1889
C 0.0533 -0.2668 -3.7206 -0.1671
C -0.7498 -0.6939 -2.5129 -0.2056
C -1.0375 -2.0664 -2.2302 -0.2166
C -0.4126 -3.2210 -2.9594 -0.1789
C 1.1156 -3.0503 -3.2109 -0.1907
C -1.6684 1.3298 2.8713 -0.1733
H 2.6442 -2.8248 -1.6625 0.1085
H 2.7934 -0.3846 -1.6216 0.0934
H 2.1505 -0.3806 -4.3205 0.1110
H 1.7828 1.0113 -3.3023 0.1031
H -0.3407 0.6881 -4.1014 0.1118
H -0.0714 -1.0082 -4.5202 0.1057
H -1.4359 0.0725 -2.1406 0.0915
H -1.9650 -2.3234 -1.7048 0.0907
H -0.9244 -3.4689 -3.9038 0.1175
H -0.5616 -4.1091 -2.3235 0.1153
H 1.5422 -4.0633 -3.2288 0.1094
H 1.3248 -2.6052 -4.1974 0.1022
H -1.3919 0.3291 3.2392 0.0411
H -2.4889 1.7369 3.4788 0.0686
H -0.7977 1.9927 2.9512 0.0574
P 1.7721 0.3513 1.6484 1.0885
P -2.1470 1.2927 1.1493 0.9863
C 0.5553 0.5556 0.0848 -0.4139
C -0.6858 1.2929 0.1186 -0.3002
C 3.0606 1.6167 1.4160 -0.4226
C 3.5396 2.0305 0.1607 -0.0851
C 4.5820 2.9595 0.0902 -0.0818
C 5.1527 3.4787 1.2580 -0.0911
C 4.7004 3.0433 2.5090 -0.0951
C 3.6517 2.1314 2.5956 -0.1194
C 2.8266 -1.1268 1.2706 -0.3471
C 2.2908 -2.3898 0.9260 -0.1366
C 2.8968 -3.5693 1.3569 -0.0684
C 4.2318 -3.5388 1.7864 -0.0963
C 4.9161 -2.3221 1.7764 -0.0943
C 4.2237 -1.1249 1.5546 -0.0799
C -3.3022 2.6496 0.7742 -0.2843
C -2.8029 3.9687 0.7681 -0.0795
C -3.6637 5.0488 0.5717 -0.0761
C -5.0254 4.8330 0.3286 -0.0746
C -5.5317 3.5323 0.3225 -0.0718
C -4.6852 2.4511 0.5773 -0.0723
C -3.1672 -0.1964 0.8201 -0.3059
C -3.3377 -1.2161 1.7805 -0.1013
C -3.9304 -2.4335 1.4302 -0.0629
C -4.4652 -2.6127 0.1541 -0.0707
C -4.3714 -1.5792 -0.7783 -0.0855
C -3.7313 -0.3805 -0.4500 -0.1161
H 1.2487 1.0013 -0.6679 0.0254
H -0.8233 1.9958 -0.7196 0.0702
H 3.1105 1.6361 -0.7615 0.0855
H 4.9516 3.2686 -0.8875 0.1024
H 5.9529 4.2172 1.1906 0.1004
H 5.1794 3.4113 3.4186 0.1020
H 3.2835 1.7992 3.5694 0.0973
H 1.4042 -2.4738 0.2507 0.0473
H 2.3256 -4.5124 1.3490 0.1173
H 4.6933 -4.4616 2.1287 0.0977
H 5.9844 -2.3113 2.0053 0.1010
H 4.7817 -0.1831 1.6275 0.0989
H -1.7347 4.1310 0.9128 0.1097
H -3.2689 6.0666 0.6105 0.1088
H -5.6903 5.6809 0.1636 0.1076
H -6.5954 3.3601 0.1240 0.1118
H -5.1183 1.4510 0.6009 0.1013
H -3.0515 -1.0518 2.8194 0.1007
H -3.9625 -3.2396 2.1636 0.1151
H -4.9478 -3.5531 -0.1115 0.1075
H -4.8020 -1.6996 -1.7758 0.1121
H -3.6926 0.4268 -1.1883 0.1154
O -0.7384 -1.8811 2.8907 0.0361
C -0.7145 -1.9454 1.6967 -0.5290
N -0.6834 -2.0353 0.4940 0.0566



3.
79
Properties=species:S:1:pos:R:3:lowdin_charge:R:1 method="wB97M-V/def2-TZVPD" total_energy_ha=-3639.82069 s_squared=6.03 charge=0 multiplicity=5 e_above_lowest_kcal_mol=6.5 max_force_ev_per_a=4.6
Fe 1.0778 -0.8313 -0.3266 0.2514
C -2.1564 0.1276 5.5609 -0.1058
C -2.9400 0.0584 4.4746 -0.1207
C -3.4684 1.2097 3.6756 -0.1980
C -2.5313 1.8291 2.6107 -0.1773
C -1.1631 2.2666 3.0332 -0.1247
C -0.7593 2.5799 4.2710 -0.1044
C -1.6378 2.6819 5.4834 -0.2071
C -1.7981 1.3761 6.3101 -0.1909
C 2.6914 -1.8415 -0.7040 -0.2540
H -1.7758 -0.7861 6.0300 0.1028
H -3.2843 -0.9283 4.1222 0.0891
H -3.8638 1.9937 4.3257 0.0963
H -4.3264 0.8075 3.1150 0.1080
H -2.4250 1.0987 1.7985 0.0963
H -3.0641 2.6876 2.1732 0.1143
H -0.4745 2.4074 2.1967 0.0833
H 0.2894 2.8365 4.4788 0.1085
H -2.6250 3.0964 5.2408 0.0962
H -1.1448 3.3995 6.1598 0.1060
H -0.8542 1.1838 6.8499 0.1086
H -2.5649 1.5783 7.0819 0.1159
H 2.5505 -2.7745 -0.1303 0.0114
H 3.5679 -1.3004 -0.3248 0.0056
H 2.8254 -2.0797 -1.7700 -0.0165
P -0.4272 -1.6014 -1.6284 0.9349
P 1.3838 0.8867 -1.4582 0.9269
C -1.0954 -0.0024 -2.1618 -0.2614
C -0.3179 1.1060 -2.0689 -0.2418
C -0.4914 -2.7583 -3.0031 -0.3660
C -1.4463 -2.5843 -4.0175 -0.0808
C -1.5950 -3.5642 -5.0027 -0.0783
C -0.7685 -4.6928 -5.0192 -0.0767
C 0.2221 -4.8307 -4.0377 -0.0746
C 0.3727 -3.8702 -3.0337 -0.0769
C -1.6019 -2.3215 -0.4068 -0.3072
C -1.3999 -1.6828 0.8195 -0.1345
C -1.9368 -2.2013 1.9956 -0.0580
C -2.6886 -3.3865 1.9498 -0.0654
C -2.8486 -4.0605 0.7275 -0.0776
C -2.2935 -3.5429 -0.4575 -0.0685
C 2.3895 0.9040 -3.0062 -0.2992
C 2.2502 -0.1684 -3.9051 -0.0889
C 2.6844 -0.0434 -5.2298 -0.0732
C 3.3215 1.1319 -5.6465 -0.0860
C 3.6044 2.1363 -4.7147 -0.0781
C 3.1493 2.0200 -3.3946 -0.0738
C 1.8397 2.4174 -0.5725 -0.3469
C 3.1371 2.5138 -0.0410 -0.1044
C 3.5089 3.6342 0.7035 -0.0699
C 2.5941 4.6717 0.9113 -0.0796
C 1.2935 4.5607 0.4116 -0.0808
C 0.9105 3.4322 -0.3196 -0.0934
H -2.1246 -0.0196 -2.5205 0.0732
H -0.5905 2.1224 -2.3642 0.0774
H -2.0667 -1.6873 -4.0159 0.0966
H -2.3729 -3.4431 -5.7552 0.1049
H -0.8986 -5.4586 -5.7885 0.1070
H 0.8743 -5.7030 -4.0474 0.1066
H 1.1452 -3.9773 -2.2610 0.1097
H -0.7255 -0.7951 0.8713 0.0543
H -1.7359 -1.6756 2.9237 0.0892
H -3.1337 -3.7638 2.8792 0.1084
H -3.3894 -5.0033 0.7095 0.1002
H -2.3717 -4.1178 -1.3843 0.1048
H 1.7761 -1.0948 -3.5796 0.0778
H 2.5037 -0.8564 -5.9295 0.1045
H 3.6068 1.2495 -6.6922 0.1030
H 4.1590 3.0255 -5.0217 0.1053
H 3.3705 2.8051 -2.6737 0.0971
H 3.8520 1.7062 -0.2151 0.1167
H 4.5205 3.6987 1.1101 0.1089
H 2.8946 5.5592 1.4707 0.1041
H 0.5703 5.3593 0.5850 0.1059
H -0.1065 3.3404 -0.6990 0.0894
F 2.7184 0.0643 1.8620 -0.0003
C 1.4998 -0.5698 1.6621 -0.5330
F 1.5398 -1.7696 2.3605 0.0075
F 0.5895 0.2239 2.3838 -0.0334